[1]
Molecular formula: C36H99Cl2LiN9O9
Method: DFT, ωB97M-V/def2-TZVPD

## Properties
total charge	-1
Kohn-Sham gap	8.188	eV
multiplicity	1
LUMO level	2.19	eV
highest occupied orbital energy	-0.2204	Eh
relative energy (zero: lowest compared OMol25 entry of this formula, charge and spin)	0.0	kJ/mol

Last column: Löwdin charge in e.
Atoms and positions in Å:
Li: -0.231 -0.936 -0.585  0.30
Cl: -2.015 0.542 -0.528  -0.05
Cl: 1.737 -0.677 0.364  -0.09
C: 0.055 -5.274 -0.710  -0.05
C: 0.040 -3.728 -0.879  -0.39
C: -0.442 -3.323 -2.227  -0.20
O: -0.415 -1.876 -2.361  -0.30
C: -1.004 -1.503 -3.585  -0.10
N: -0.646 -2.881 0.188  -0.01
H: -0.885 -5.688 -1.031  0.06
H: 0.145 -5.523 0.351  0.07
H: 0.858 -5.753 -1.298  0.08
H: 1.136 -3.434 -0.883  0.12
H: -1.471 -3.606 -2.477  0.13
H: 0.134 -3.798 -2.991  0.12
H: -0.859 -0.435 -3.588  0.06
H: -2.006 -1.856 -3.592  0.07
H: -0.481 -1.900 -4.493  0.10
H: -0.022 -2.797 0.987  0.04
H: -1.573 -3.223 0.459  0.07
C: 5.008 -3.670 -0.115  -0.08
C: 4.154 -4.039 -1.289  -0.43
C: 3.841 -2.815 -2.134  -0.22
O: 3.085 -3.300 -3.189  -0.18
C: 2.716 -2.390 -4.163  -0.11
N: 4.912 -5.029 -2.117  0.04
H: 5.901 -3.194 -0.479  0.08
H: 5.262 -4.522 0.510  0.08
H: 4.455 -3.017 0.506  0.06
H: 3.326 -4.609 -0.811  0.13
H: 4.813 -2.417 -2.440  0.13
H: 3.357 -2.095 -1.494  0.07
H: 1.897 -1.718 -3.874  0.08
H: 2.415 -2.950 -5.030  0.08
H: 3.554 -1.788 -4.520  0.09
H: 4.987 -5.900 -1.642  0.05
H: 4.370 -5.206 -2.946  0.05
C: -0.162 3.735 2.784  -0.07
C: 0.599 2.449 2.318  -0.39
C: -0.042 1.169 2.887  -0.23
O: -0.029 1.217 4.303  -0.23
C: -0.531 0.037 4.939  -0.09
N: 0.629 2.429 0.809  0.02
H: -1.184 3.795 2.368  0.05
H: 0.387 4.660 2.527  0.07
H: -0.252 3.681 3.894  0.07
H: 1.556 2.647 2.778  0.11
H: 0.650 0.287 2.603  0.08
H: -0.986 0.986 2.372  0.09
H: 0.041 -0.903 4.754  0.09
H: -1.558 -0.113 4.574  0.06
H: -0.472 0.304 6.014  0.09
H: -0.324 2.605 0.438  0.03
H: 1.023 1.544 0.474  -0.07
C: 3.451 -1.576 4.794  -0.06
C: 3.368 -0.401 5.730  -0.45
C: 4.609 -0.275 6.544  -0.20
O: 4.777 -1.513 7.286  -0.21
C: 5.945 -1.552 8.105  -0.12
N: 3.274 0.802 4.843  0.05
H: 3.221 -2.461 5.395  0.07
H: 4.457 -1.660 4.356  0.08
H: 2.662 -1.695 3.953  0.11
H: 2.484 -0.485 6.336  0.12
H: 4.601 0.509 7.287  0.12
H: 5.417 -0.052 5.818  0.12
H: 5.846 -0.787 8.881  0.07
H: 6.888 -1.391 7.502  0.10
H: 5.948 -2.564 8.573  0.09
H: 3.307 1.697 5.407  0.10
H: 2.332 0.844 4.467  0.04
C: -4.535 -1.848 3.555  -0.07
C: -4.198 -1.121 2.264  -0.44
C: -4.213 0.374 2.358  -0.23
O: -3.359 0.797 3.408  -0.20
C: -3.359 2.205 3.426  -0.11
N: -2.911 -1.670 1.909  0.03
H: -5.488 -1.513 4.040  0.09
H: -3.702 -1.804 4.236  0.06
H: -4.624 -2.935 3.447  0.07
H: -4.914 -1.354 1.445  0.13
H: -5.234 0.681 2.500  0.12
H: -3.835 0.752 1.404  0.06
H: -2.770 2.514 4.281  0.08
H: -4.388 2.641 3.516  0.10
H: -2.895 2.601 2.503  0.08
H: -2.222 -1.258 2.500  0.05
H: -2.628 -1.320 0.956  -0.01
C: -6.758 0.352 -2.228  -0.07
C: -5.662 -0.441 -1.501  -0.42
C: -6.304 -1.732 -1.049  -0.24
O: -7.117 -1.584 0.118  -0.20
C: -7.634 -2.824 0.563  -0.12
N: -4.617 -0.911 -2.453  0.03
H: -7.121 -0.117 -3.144  0.07
H: -6.398 1.343 -2.539  0.05
H: -7.648 0.525 -1.571  0.09
H: -5.141 0.157 -0.692  0.13
H: -5.435 -2.430 -0.945  0.13
H: -6.983 -2.061 -1.854  0.13
H: -8.220 -3.297 -0.177  0.06
H: -8.206 -2.661 1.487  0.09
H: -6.792 -3.523 0.833  0.10
H: -4.119 -0.119 -2.961  0.06
H: -3.933 -1.371 -1.883  0.02
C: 5.267 0.462 -0.409  -0.08
C: 4.844 0.762 1.032  -0.41
C: 5.958 0.578 2.090  -0.20
O: 6.444 -0.799 2.000  -0.20
C: 7.537 -0.902 2.905  -0.13
N: 4.516 2.268 1.094  0.03
H: 6.222 0.987 -0.664  0.09
H: 4.562 0.671 -1.194  0.05
H: 5.496 -0.584 -0.598  0.05
H: 3.983 0.133 1.342  0.05
H: 5.549 0.738 3.100  0.10
H: 6.707 1.362 1.836  0.12
H: 7.796 -1.927 2.925  0.07
H: 7.182 -0.495 3.903  0.09
H: 8.391 -0.279 2.598  0.08
H: 3.627 2.366 0.524  0.07
H: 4.255 2.599 2.011  0.04
C: 0.881 2.009 -2.823  -0.05
C: 1.696 2.863 -3.780  -0.44
C: 0.734 3.784 -4.578  -0.21
O: -0.334 3.185 -5.284  -0.23
C: -0.861 3.861 -6.393  -0.13
N: 2.689 3.758 -3.237  0.04
H: 0.133 1.477 -3.384  0.04
H: 0.429 2.584 -2.011  0.07
H: 1.611 1.326 -2.334  0.08
H: 2.115 2.265 -4.583  0.14
H: 1.292 4.299 -5.362  0.11
H: 0.289 4.557 -3.916  0.13
H: -0.171 4.036 -7.238  0.09
H: -1.340 4.763 -6.046  0.08
H: -1.593 3.207 -6.872  0.08
H: 3.573 3.288 -3.233  0.06
H: 2.484 4.090 -2.253  0.11
C: -2.971 4.234 -3.087  -0.03
C: -3.699 2.917 -3.329  -0.47
C: -4.545 2.985 -4.580  -0.18
O: -5.294 4.229 -4.539  -0.19
C: -6.090 4.287 -5.703  -0.14
N: -2.837 1.805 -3.453  0.05
H: -2.290 4.287 -3.905  0.04
H: -2.333 4.039 -2.223  0.08
H: -3.531 5.167 -3.035  0.08
H: -4.382 2.750 -2.485  0.14
H: -5.284 2.180 -4.531  0.12
H: -3.829 2.942 -5.375  0.11
H: -5.564 3.971 -6.647  0.10
H: -6.575 5.245 -5.784  0.07
H: -6.896 3.535 -5.653  0.08
H: -2.464 1.508 -2.555  -0.06
H: -2.057 1.937 -4.042  0.04



[2]
Molecular formula: C36H99FLiN9O9
Method: DFT, ωB97M-V/def2-TZVPD

## Properties
total charge	0
Kohn-Sham gap	8.078	eV
multiplicity	1
LUMO level	0.30	eV
highest occupied orbital energy	-0.2859	Eh
relative energy (zero: lowest compared OMol25 entry of this formula, charge and spin)	15.3	kJ/mol

Last column: Löwdin charge in e.
Atoms and positions in Å:
Li: -1.282 -1.889 -0.608  0.56
F: -0.352 -0.117 -0.216  -0.52
C: 1.146 -4.048 -2.363  -0.04
C: 0.354 -4.562 -1.170  -0.43
C: 1.132 -5.691 -0.515  -0.16
O: 0.289 -6.149 0.583  -0.21
C: 0.784 -7.265 1.257  -0.13
N: 0.051 -3.456 -0.295  0.04
H: 0.570 -3.251 -2.832  0.07
H: 1.238 -4.879 -3.062  0.08
H: 2.145 -3.737 -2.057  0.08
H: -0.573 -5.022 -1.513  0.14
H: 2.062 -5.278 -0.124  0.12
H: 1.329 -6.531 -1.182  0.13
H: 1.700 -6.949 1.757  0.07
H: 0.922 -8.123 0.599  0.09
H: 0.164 -7.536 2.111  0.09
H: -0.112 -3.848 0.621  0.04
H: 0.899 -2.923 -0.166  0.03
C: 3.101 -1.168 4.525  -0.05
C: 2.661 -1.809 5.803  -0.46
C: 3.724 -2.614 6.467  -0.25
O: 3.264 -3.181 7.648  -0.19
C: 4.240 -3.899 8.391  -0.09
N: 2.196 -0.818 6.780  0.05
H: 2.255 -1.141 3.838  0.05
H: 3.841 -1.711 3.937  0.08
H: 3.249 -0.099 4.683  0.09
H: 1.748 -2.368 5.598  0.13
H: 4.520 -1.899 6.680  0.13
H: 4.127 -3.387 5.813  0.12
H: 4.492 -4.782 7.803  0.09
H: 3.734 -4.333 9.253  0.09
H: 5.083 -3.347 8.806  0.09
H: 2.134 -1.393 7.608  0.06
H: 2.983 -0.238 7.033  0.07
C: -2.543 3.817 1.651  -0.03
C: -2.323 2.330 1.226  -0.40
C: -3.601 1.434 1.125  -0.14
O: -3.999 1.199 2.509  -0.22
C: -5.097 0.273 2.597  -0.09
N: -1.737 2.322 -0.074  0.03
H: -3.245 4.265 0.948  0.07
H: -1.609 4.359 1.500  0.06
H: -2.855 4.033 2.673  0.08
H: -1.607 1.942 1.951  0.13
H: -3.389 0.458 0.687  0.10
H: -4.396 1.960 0.595  0.13
H: -4.870 -0.711 2.185  0.07
H: -5.876 0.690 1.958  0.08
H: -5.429 0.366 3.631  0.09
H: -1.303 1.417 -0.188  0.01
H: -1.006 3.014 -0.156  0.04
C: 2.054 2.799 1.638  -0.04
C: 1.599 3.613 0.413  -0.41
C: 2.694 4.593 -0.021  -0.14
O: 2.566 5.762 0.899  -0.18
C: 3.617 6.634 0.695  -0.16
N: 1.329 2.632 -0.605  0.06
H: 1.790 3.420 2.495  0.08
H: 3.122 2.584 1.615  0.08
H: 1.588 1.814 1.615  0.07
H: 0.731 4.243 0.608  0.12
H: 2.493 4.989 -1.017  0.12
H: 3.661 4.089 0.000  0.12
H: 3.740 6.906 -0.354  0.08
H: 4.530 6.271 1.169  0.09
H: 3.347 7.631 1.043  0.08
H: 2.175 2.187 -0.931  0.03
H: 0.732 1.863 -0.337  0.03
C: -2.106 4.615 -2.412  -0.06
C: -3.328 3.947 -3.035  -0.43
C: -3.462 4.301 -4.542  -0.18
O: -4.764 3.915 -4.993  -0.19
C: -5.325 4.797 -5.971  -0.11
N: -3.378 2.605 -2.623  0.05
H: -2.104 5.685 -2.621  0.07
H: -1.166 4.314 -2.875  0.06
H: -2.038 4.514 -1.329  0.05
H: -4.234 4.382 -2.611  0.13
H: -2.772 3.740 -5.173  0.11
H: -3.234 5.337 -4.792  0.11
H: -6.391 4.569 -5.992  0.08
H: -4.956 4.469 -6.943  0.08
H: -5.078 5.855 -5.889  0.08
H: -2.855 2.425 -1.778  0.02
H: -2.932 1.963 -3.263  0.04
C: 4.464 -1.457 0.100  -0.06
C: 3.236 -0.567 -0.052  -0.38
C: 3.052 0.088 -1.461  -0.18
O: 3.853 1.273 -1.572  -0.21
C: 3.836 1.851 -2.916  -0.06
N: 2.095 -1.437 0.246  0.04
H: 4.645 -1.798 1.120  0.06
H: 5.391 -0.962 -0.186  0.07
H: 4.386 -2.321 -0.560  0.07
H: 3.201 0.186 0.736  0.12
H: 1.997 0.172 -1.724  0.10
H: 3.529 -0.621 -2.138  0.12
H: 3.006 2.546 -3.044  0.06
H: 3.778 1.061 -3.664  0.09
H: 4.747 2.432 -3.063  0.09
H: 1.915 -1.632 1.220  0.05
H: 1.239 -0.970 -0.018  0.01
C: -3.963 -0.485 -3.093  -0.06
C: -3.143 -0.997 -1.930  -0.42
C: -3.948 -1.984 -1.016  -0.15
O: -3.089 -2.615 -0.046  -0.28
C: -3.784 -3.567 0.753  -0.08
N: -1.925 -1.629 -2.486  0.00
H: -4.439 -1.366 -3.525  0.08
H: -3.264 -0.112 -3.841  0.07
H: -4.716 0.277 -2.891  0.08
H: -2.740 -0.152 -1.373  0.10
H: -4.250 -2.830 -1.633  0.12
H: -4.831 -1.516 -0.579  0.13
H: -4.625 -3.088 1.253  0.08
H: -3.095 -3.908 1.526  0.08
H: -4.195 -4.415 0.206  0.09
H: -2.367 -2.168 -3.218  0.09
H: -1.448 -0.910 -3.011  0.01
C: -1.927 -2.156 4.479  -0.05
C: -0.745 -1.963 3.505  -0.38
C: 0.004 -3.258 3.134  -0.16
O: 1.205 -2.819 2.489  -0.26
C: 2.135 -3.885 2.558  -0.09
N: -1.361 -1.300 2.370  0.06
H: -2.667 -2.932 4.285  0.07
H: -2.527 -1.250 4.573  0.07
H: -1.611 -2.404 5.492  0.07
H: -0.048 -1.234 3.917  0.13
H: -0.528 -3.874 2.409  0.11
H: 0.266 -3.882 3.988  0.13
H: 2.677 -3.761 3.495  0.08
H: 2.931 -3.905 1.814  0.09
H: 1.623 -4.848 2.578  0.07
H: -0.699 -0.783 1.809  0.04
H: -2.122 -0.653 2.519  0.06
C: -0.334 0.083 -4.937  -0.05
C: 0.304 1.098 -4.013  -0.40
C: 0.608 2.473 -4.692  -0.16
O: 1.486 2.335 -5.818  -0.20
C: 1.697 3.513 -6.540  -0.12
N: -0.571 1.325 -2.876  0.07
H: -1.159 0.593 -5.436  0.09
H: -0.706 -0.861 -4.539  0.05
H: 0.423 -0.259 -5.643  0.08
H: 1.186 0.592 -3.618  0.11
H: 1.110 3.142 -3.993  0.10
H: -0.326 2.941 -5.003  0.11
H: 1.867 4.374 -5.895  0.08
H: 0.796 3.705 -7.122  0.09
H: 2.573 3.368 -7.173  0.09
H: -0.390 0.690 -2.112  0.03
H: -0.295 2.225 -2.510  0.04